3 unconnected molecules or ions with the total composition C2H11NO2S2 at a distorted geometry, computed with ωB97M-V/def2-TZVPD.

Values from the calculation:
Net charge: 0
Kohn-Sham gap, eV: 8.92

Element x y z (Å)
H -1.52 1.05 0.35
O -0.20 -0.97 -2.04
S 3.18 -1.28 -0.33
H -0.97 -1.22 0.66
H 1.21 0.50 1.85
H 0.69 -1.31 -2.24
C -0.68 -0.46 1.39
H 4.47 -1.25 0.13
H -0.62 2.62 -1.44
H -1.85 2.60 -2.37
O -1.53 2.31 -1.50
H -0.75 -1.74 -2.27
N -1.51 0.75 1.32
H -0.78 -0.89 2.41
H 0.72 0.41 0.13
S 1.77 -1.64 1.22
C 0.80 -0.13 1.06
H -2.45 0.63 1.66



5 unconnected molecules or ions with the total composition C12H29F3N2O14P2 at a distorted geometry, computed with ωB97M-V/def2-TZVPD.

Values from the calculation:
Net charge: 0
Kohn-Sham gap, eV: 10.05

Element x y z (Å)
O 4.67 -2.74 -2.51
N 2.29 1.02 0.59
H -1.57 -3.65 -3.54
H -0.78 -0.13 -0.75
C 3.53 -0.91 -3.56
H -2.18 3.92 5.86
H -4.61 -3.60 -1.80
H -5.67 -2.35 -2.45
C -1.90 3.02 5.32
C 3.67 -2.12 -2.61
C 2.62 -3.26 -0.82
H -2.14 -5.11 -2.74
H 3.08 2.62 1.57
C -4.77 -2.93 -2.65
H -0.39 0.60 -2.29
H 4.39 -2.46 0.20
O -3.99 0.72 3.13
P -2.57 -1.95 -1.72
H 4.00 1.06 1.75
H -4.11 0.73 1.04
H -1.17 3.30 4.55
O -3.66 -2.06 -2.87
N 2.99 5.71 -0.24
H 3.36 -3.45 1.19
H 2.81 -1.89 0.83
O -1.66 1.60 2.72
C 3.35 -2.72 0.37
F 4.21 -1.11 -4.68
O -1.37 -1.22 -2.50
F 4.06 0.17 -2.94
O -3.01 -1.26 -0.51
H 1.58 -3.49 -0.61
H 0.50 -0.77 -1.74
O 3.02 5.25 0.88
O 2.10 0.88 -0.59
H 3.09 -4.16 -1.23
H -1.57 0.10 4.21
O 1.62 0.46 1.44
H 4.17 1.93 0.25
H 1.00 5.19 -0.58
O -3.67 3.19 2.47
O -2.97 2.28 4.78
O -2.05 -3.45 -1.50
C 3.50 1.75 1.08
H -0.53 -4.47 -2.37
H -4.17 -0.85 1.81
O 3.73 6.58 -0.63
H -5.00 -3.47 -3.57
H -0.04 0.78 3.70
F 2.24 -0.65 -3.81
C -1.03 0.48 3.34
H -5.57 0.20 1.88
O 2.55 -2.34 -1.93
H -1.33 2.38 6.00
C 1.93 5.20 -1.14
C -0.51 -0.36 -1.79
H 1.82 5.89 -1.97
C -4.48 0.19 1.91
C -1.56 -4.20 -2.60
P -3.12 2.04 3.20
H -0.89 -0.29 2.58
H 2.20 4.18 -1.41



A molecular structure, C10H16ClCuO6 at a distorted geometry, computed with ωB97M-V/def2-TZVPD.

Values from the calculation:
Net charge: -2
Kohn-Sham gap, eV: 2.34

Element x y z (Å)
C 3.08 -15.06 13.84
H 3.89 -11.83 17.69
H 7.51 -13.99 15.98
C 3.24 -10.78 19.52
C 2.85 -16.89 12.34
C 7.34 -15.21 17.77
H 3.44 -17.80 12.37
C 6.05 -15.85 18.26
O 2.12 -15.87 14.32
H 5.73 -15.44 19.22
H 4.67 -15.71 12.62
H 3.41 -11.11 20.58
H 7.54 -14.27 18.31
H 1.61 -17.79 13.97
C 1.76 -16.89 13.38
O 2.22 -9.93 19.33
O 5.67 -14.99 16.11
O 3.85 -15.65 17.23
C 3.30 -12.05 18.61
C 5.02 -15.49 17.21
Cl 0.53 -16.17 17.90
H 8.28 -15.75 17.92
O 3.32 -14.02 14.38
H 2.54 -16.91 11.29
O 2.16 -12.78 18.38
H 4.26 -10.31 19.33
H 4.08 -12.71 19.12
H 3.29 -14.93 11.66
C 3.60 -15.55 12.49
Cu 2.15 -14.22 16.48
H 0.79 -16.64 12.93
C 7.07 -14.94 16.28
H 6.21 -16.92 18.34
H 7.59 -15.76 15.77



3 unconnected molecules or ions with the total composition C3H11NO4 at a distorted geometry, computed with ωB97M-V/def2-TZVPD.

Values from the calculation:
Net charge: 0
Kohn-Sham gap, eV: 9.13

Element x y z (Å)
H 0.02 1.77 1.66
C -1.76 1.64 0.65
H 1.03 1.31 -3.07
H -2.50 1.90 1.42
O 0.56 -1.48 -0.18
O 1.25 0.64 -2.42
H 3.15 -0.27 -0.10
H -1.67 2.40 -0.11
H 1.27 -0.75 0.03
O -1.65 -1.62 -0.13
H 0.31 -0.62 2.07
O 2.31 0.19 -0.06
C -0.58 -0.27 1.55
H 0.39 0.23 -2.26
H -1.50 -0.43 2.10
C -0.61 -1.17 0.31
H -2.27 0.87 0.08
N -0.49 1.11 1.08
H 2.10 0.30 -1.03



A molecular structure, C3H12N3 at a distorted geometry, computed with ωB97M-V/def2-TZVPD.

Values from the calculation:
Net charge: +1
Kohn-Sham gap, eV: 10.66

Element x y z (Å)
H -0.14 -1.10 1.40
N 0.61 0.90 1.90
C 1.30 -0.14 -0.72
C -0.50 -1.29 0.34
H 2.05 -0.55 -0.08
H 1.59 0.73 1.91
H -1.97 0.50 -0.77
H 1.63 0.89 -1.08
H -0.98 -0.45 -2.09
H 1.33 -0.77 -1.64
H -0.03 -2.14 -0.03
N -0.05 -0.04 -0.28
N 0.11 1.28 0.73
H -1.61 -1.31 0.25
H -1.02 1.95 0.68
C -0.95 0.40 -1.31
H -0.46 1.29 -1.66
H 0.05 0.67 2.76



A single C3H7NO2 molecule at a distorted geometry, computed with ωB97M-V/def2-TZVPD.

Values from the calculation:
Net charge: 0
Kohn-Sham gap, eV: 9.61

Element x y z (Å)
H 1.14 1.42 -0.95
C 0.56 -0.20 0.34
H 2.44 0.82 0.09
H -1.40 -1.79 0.01
O -1.61 1.35 0.12
H -2.90 -0.92 -0.11
N -1.91 -0.92 0.04
H 0.92 -0.99 -1.39
C 1.37 1.04 0.04
O 0.82 -1.30 -0.48
C -1.23 0.22 0.14
H 0.65 -0.54 1.37
H 1.14 1.81 0.76



For the records above, the corresponding LUMO level values read 0.309, -0.110, 3.919, 0.394, -3.398, 0.815 eV.